(1)
The following is a DFT calculation (wB97M-V/def2-TZVPD) of 4 unconnected molecules or ions with the total composition C17H32N4Si.

Cartesian coordinates (Å):
1 Si -0.742 0.289 1.347
2 N 1.632 4.737 5.278
3 N 0.676 0.191 0.248
4 N 3.028 -2.688 -4.366
5 N -4.561 0.214 -5.286
6 C 0.513 4.547 5.481
7 C -0.929 5.910 7.720
8 C 2.082 -5.985 -4.940
9 C -4.415 0.791 -4.298
10 C 3.180 -5.315 -4.110
11 C -0.135 0.920 3.057
12 C 2.740 -2.336 -1.405
13 C -2.046 0.307 -2.534
14 C -4.223 1.537 -3.021
15 C 0.678 -5.576 -4.507
16 C 3.095 -3.834 -4.254
17 C 2.727 -1.149 -0.325
18 C 0.400 1.496 4.000
19 C -2.730 1.659 -2.704
20 C -1.567 5.542 6.385
21 C 1.362 -1.136 0.508
22 C -0.935 4.303 5.744
23 H 2.450 -3.318 -0.933
24 H -2.608 2.237 -1.784
25 H 1.622 -1.163 1.618
26 H 2.896 -0.176 -0.886
27 H -2.517 -0.272 -1.733
28 H 0.511 -4.505 -4.643
29 H -0.071 -6.098 -5.105
30 H 4.163 -5.649 -4.447
31 H 1.066 2.158 4.615
32 H -2.085 -0.282 -3.453
33 H 0.126 6.168 7.605
34 H -2.226 2.213 -3.501
35 H 1.325 0.885 0.660
36 H 2.180 -7.070 -4.849
37 H -4.668 2.529 -3.120
38 H -0.993 0.443 -2.280
39 H 3.613 -1.272 0.363
40 H 2.213 -5.737 -5.997
41 H -1.432 4.072 4.800
42 H 1.986 -2.136 -2.229
43 H -1.727 1.291 0.888
44 H -1.429 6.779 8.153
45 H 0.694 -2.013 0.272
46 H -4.744 1.010 -2.219
47 H -2.633 5.357 6.539
48 H -1.006 5.084 8.433
49 H 3.077 -5.577 -3.054
50 H 0.505 -5.821 -3.455
51 H -1.483 6.394 5.704
52 H -1.358 -1.027 1.514
53 H 3.761 -2.362 -1.897
54 H -1.037 3.436 6.402

Results
Frontier orbital gap = 10.23 eV
2S+1 = 1
SMILES = C#C[SiH2]NCCC.CCCC#N.CCCC#N.CCCC#N
Charge = 0

---

(2)
The following is a DFT calculation (wB97M-V/def2-TZVPD) of 3 unconnected molecules or ions with the total composition C17H32NO4S2.

Cartesian coordinates (Å):
1 S -0.728 -2.313 -6.787
2 S -1.558 -2.104 0.391
3 O 0.544 -2.616 -7.390
4 O -0.464 -2.595 1.193
5 O -1.939 -2.370 -7.562
6 O -1.390 -1.928 -1.030
7 N 3.755 1.071 2.393
8 C 2.727 0.077 2.817
9 C -3.677 -2.358 1.908
10 C 3.038 3.489 1.783
11 C -0.655 2.847 1.307
12 C -1.809 2.831 1.621
13 C 2.115 2.084 3.872
14 C 3.259 2.441 2.900
15 C -2.151 -0.576 1.129
16 C -3.021 -3.075 0.730
17 C -0.282 -2.427 -4.204
18 C -0.605 -0.717 -5.960
19 C -3.586 -0.856 1.594
20 C 2.388 0.601 4.199
21 C 0.748 2.778 0.911
22 C -0.779 -0.999 -4.463
23 C -0.905 -3.290 -5.296
24 C 1.594 3.900 1.537
25 H -3.131 -2.581 2.827
26 H -0.413 -4.248 -5.446
27 H 1.581 4.752 0.860
28 H -2.754 2.978 2.078
29 H 0.807 -2.464 -4.282
30 H -3.646 -3.042 -0.162
31 H 1.142 4.250 2.463
32 H 3.045 -0.955 2.710
33 H -1.374 -0.065 -6.367
34 H -1.833 -0.929 -4.190
35 H 3.495 3.133 0.856
36 H 1.557 0.061 4.636
37 H 4.042 1.041 1.416
38 H 4.587 0.859 2.943
39 H 4.068 2.824 3.517
40 H 0.380 -0.316 -6.191
41 H 3.280 0.533 4.826
42 H -1.972 -3.438 -5.132
43 H 3.612 4.367 2.069
44 H 0.820 2.827 -0.175
45 H 2.243 2.671 4.775
46 H -4.287 -0.607 0.796
47 H -1.488 -0.345 1.960
48 H -2.720 -4.098 0.940
49 H -0.237 -0.270 -3.862
50 H -4.707 -2.682 2.043
51 H -2.092 0.210 0.381
52 H 1.122 2.179 3.447
53 H 1.140 1.805 1.206
54 H 1.846 0.182 2.187
55 H -3.843 -0.247 2.459
56 H -0.561 -2.772 -3.211

Results
Frontier orbital gap = 8.35 eV
2S+1 = 1
Charge = +1

---

(3)
The following is a DFT calculation (wB97M-V/def2-TZVPD) of a molecular structure, C17H32NPTi.

Cartesian coordinates (Å):
1 Ti -0.327 -0.641 0.301
2 P 1.942 -1.073 -0.180
3 N -1.810 -1.058 -1.093
4 C -0.229 0.953 3.205
5 C -0.106 0.898 1.683
6 C 2.249 -2.484 -1.281
7 C 0.072 0.973 -1.127
8 C -0.746 2.879 -2.391
9 C 2.519 0.371 -1.191
10 C -2.305 -2.388 -0.640
11 C -1.426 0.187 3.765
12 C 3.216 -1.149 1.104
13 C -2.784 0.002 -0.777
14 C 1.077 0.546 3.893
15 C -0.998 1.729 -1.620
16 C 0.543 3.180 -2.820
17 C -2.438 1.376 -1.370
18 C 1.370 1.263 -1.568
19 C 1.598 2.359 -2.414
20 C -1.395 -1.137 -2.520
21 H 3.326 -2.700 -1.324
22 H -1.581 3.522 -2.669
23 H -0.356 -1.494 -2.588
24 H 3.008 -0.021 -2.096
25 H -2.889 2.135 -0.705
26 H -3.017 1.445 -2.304
27 H 1.723 -3.363 -0.886
28 H -2.367 0.595 3.375
29 H -3.031 -2.276 0.176
30 H -1.436 -2.984 -0.289
31 H -1.475 -0.175 -3.043
32 H -3.772 -0.324 -1.144
33 H 0.249 -1.795 1.608
34 H -1.385 -0.886 3.530
35 H 3.291 0.934 -0.634
36 H 0.853 1.356 1.383
37 H -0.392 2.021 3.448
38 H 2.623 2.553 -2.738
39 H 1.882 1.232 3.606
40 H 4.197 -1.024 0.632
41 H -2.883 0.061 0.326
42 H 1.390 -0.473 3.630
43 H 0.735 4.029 -3.483
44 H -2.040 -1.866 -3.029
45 H -0.921 1.505 1.246
46 H 1.873 -2.280 -2.292
47 H 0.948 0.599 4.981
48 H 3.166 -2.115 1.616
49 H 3.070 -0.350 1.846
50 H -2.780 -2.899 -1.496
51 H -1.441 0.301 4.859
52 H -0.591 -2.052 1.500

Results
Expectation value of S² = 2.008
Frontier orbital gap (spin up / spin down) = 5.85 / 7.50 eV
2S+1 = 3
Charge = 0

---

(4)
The following is a DFT calculation (wB97M-V/def2-TZVPD) of a molecular structure, C17H33BN6Si2Sn.

Cartesian coordinates (Å):
1 Sn -0.036 0.565 -1.001
2 Si -1.607 0.630 2.332
3 Si 1.428 1.165 2.095
4 N -1.127 -1.743 -1.001
5 N 1.738 -1.808 -2.137
6 N -0.746 -2.614 -2.000
7 N -0.344 0.143 -3.064
8 N 1.734 -0.618 -1.424
9 N -0.027 -1.022 -3.730
10 C 1.332 1.530 3.968
11 C 3.836 -1.363 -1.553
12 C 1.692 2.857 1.289
13 C -1.570 -0.342 3.957
14 C -2.406 -3.636 -0.929
15 C 2.998 -2.277 -2.182
16 C -3.306 0.164 1.612
17 C -1.470 -3.750 -1.946
18 C 3.013 -0.325 -1.130
19 C 3.034 0.165 2.055
20 C -0.039 0.198 1.245
21 C -0.611 1.103 -4.007
22 C -1.781 2.489 2.733
23 C -0.401 0.563 -5.267
24 C -2.139 -2.357 -0.365
25 C -1.700 1.741 -0.874
26 C -0.016 -0.780 -5.051
27 B 0.442 -2.269 -2.965
28 H 3.434 0.121 3.081
29 H -0.473 1.133 -6.189
30 H -0.886 2.131 -3.728
31 H 3.790 0.644 1.412
32 H -1.508 3.154 1.903
33 H -3.121 -4.352 -0.606
34 H -3.636 -0.773 2.085
35 H -1.542 -1.416 3.713
36 H -1.492 2.082 -1.880
37 H -1.221 -4.566 -2.595
38 H 3.163 -3.240 -2.652
39 H -4.020 0.949 1.905
40 H -0.706 -0.098 4.590
41 H -2.676 -1.930 0.447
42 H 4.897 -1.433 -1.397
43 H 0.547 2.241 4.262
44 H -2.848 2.661 2.956
45 H -3.380 0.041 0.527
46 H 1.215 0.590 4.531
47 H 1.183 1.732 -0.890
48 H -2.501 -0.119 4.509
49 H 2.519 3.357 1.816
50 H 2.317 1.968 4.219
51 H -2.465 1.012 -0.665
52 H 0.805 3.499 1.360
53 H 2.861 -0.862 1.705
54 H -1.371 2.436 -0.114
55 H 0.718 -3.165 -3.715
56 H 0.286 -1.497 -5.820
57 H 0.174 -0.892 1.381
58 H 3.260 0.603 -0.653
59 H -1.212 2.800 3.619
60 H 1.972 2.780 0.223

Results
Frontier orbital gap (spin up / spin down) = 3.99 / 5.71 eV
2S+1 = 1
Charge = +2

---

(5)
The following is a DFT calculation (wB97M-V/def2-TZVPD) of 6 unconnected molecules or ions with the total composition C17H33Br11SSi.

Cartesian coordinates (Å):
1 Br -2.493 -0.131 -1.337
2 Br 0.825 0.796 7.825
3 Br -4.412 -3.105 -1.724
4 Br 0.632 0.350 2.219
5 Br -5.238 -3.966 1.748
6 Br -3.661 1.084 4.590
7 Br -2.216 2.950 -3.338
8 Br 1.523 -0.164 -2.123
9 Br -5.759 -0.153 1.822
10 Br 0.907 3.434 0.218
11 Br -0.808 -1.717 5.677
12 S 5.920 -1.200 -3.776
13 Si 4.795 -0.173 -2.220
14 C -5.900 -4.152 -1.029
15 C 3.020 0.675 -4.438
16 C -3.793 1.292 -1.618
17 C 1.527 -0.872 7.104
18 C -3.888 -0.730 3.912
19 C 5.314 3.661 -2.453
20 C 1.042 -1.107 5.696
21 C 4.191 1.387 -5.248
22 C 5.992 1.165 -1.476
23 C -0.669 1.774 1.939
24 C -0.632 2.276 0.519
25 C 4.529 -1.452 -0.823
26 C 3.203 0.667 -2.856
27 C -6.418 -3.557 0.254
28 C -3.756 1.793 -3.039
29 C -3.995 -0.742 2.409
30 C 5.761 2.590 -2.058
31 H 4.836 4.610 -2.814
32 H -4.626 2.416 -3.248
33 H 5.720 1.206 -0.366
34 H -3.582 2.065 -0.882
35 H 2.784 -0.374 -4.797
36 H 7.095 -1.527 -3.122
37 H 2.611 -0.755 7.121
38 H -3.266 -0.100 1.919
39 H 7.076 0.863 -1.545
40 H -2.996 -1.268 4.238
41 H 4.974 1.890 -4.612
42 H -3.893 -1.756 2.026
43 H -5.549 -5.177 -0.920
44 H -0.577 1.476 -0.219
45 H 3.792 2.176 -5.965
46 H -4.761 -1.148 4.410
47 H -6.516 -2.473 0.214
48 H 1.240 -1.663 7.795
49 H 1.610 -1.910 5.223
50 H -7.379 -3.995 0.523
51 H 3.477 -1.503 -0.420
52 H 2.072 1.280 -4.644
53 H -6.665 -4.116 -1.805
54 H -1.502 2.900 0.309
55 H -3.701 0.994 -3.776
56 H 5.189 -1.156 0.065
57 H -1.636 1.322 2.161
58 H 1.090 -0.218 5.069
59 H 4.676 0.592 -5.908
60 H -0.458 2.547 2.676
61 H 4.927 -2.464 -1.164
62 H 3.158 1.754 -2.522
63 H -4.761 0.839 -1.396

Results
Frontier orbital gap = 9.55 eV
2S+1 = 1
SMILES = C#CC[Si@](C)(S)[C@H](Br)CC.BrCCBr.BrCCBr.BrCCBr.BrCCBr.BrCCBr
Charge = 0

---

(6)
The following is a DFT calculation (wB97M-V/def2-TZVPD) of a molecular structure, C17H33BrIrN5O6P2.

Cartesian coordinates (Å):
1 Ir 0.098 -0.151 -0.060
2 Br 2.284 -7.576 0.192
3 P 3.090 1.163 0.399
4 P 1.255 3.026 -0.734
5 O 2.760 2.649 -0.224
6 O 2.412 0.123 -0.396
7 O 0.236 2.232 0.006
8 O -0.733 -2.135 -0.889
9 O 0.690 -2.249 0.736
10 O -2.082 -0.010 0.548
11 N 1.111 2.767 -2.356
12 N -2.750 1.774 -0.644
13 N 2.592 1.263 1.992
14 N 1.192 4.645 -0.438
15 N 4.725 1.039 0.322
16 C -4.421 0.243 0.198
17 C 0.738 -6.481 0.083
18 C -0.520 -7.073 -0.017
19 C 2.391 2.514 2.695
20 C 1.817 0.152 2.470
21 C -0.255 -4.306 -0.014
22 C -0.099 5.294 -0.550
23 C 0.880 -5.097 0.103
24 C 1.936 3.507 -3.295
25 C 2.305 5.504 -0.101
26 C -0.094 -2.828 -0.056
27 C -1.646 -6.271 -0.075
28 C -1.521 -4.889 -0.102
29 C 0.665 1.491 -2.882
30 C -2.995 0.665 0.050
31 C 5.623 1.771 1.186
32 C 5.346 0.183 -0.664
33 H 4.577 -0.337 -1.229
34 H 5.991 -0.549 -0.172
35 H -3.482 2.334 -1.047
36 H -5.101 1.086 0.124
37 H 3.223 4.923 -0.083
38 H -0.022 1.675 -3.709
39 H 2.852 2.963 -3.540
40 H -2.626 -6.722 -0.106
41 H 5.079 2.155 2.045
42 H 1.369 3.669 -4.212
43 H -4.655 -0.467 -0.595
44 H -2.389 -4.251 -0.171
45 H 6.091 2.605 0.652
46 H -1.792 2.094 -0.706
47 H 2.405 6.300 -0.844
48 H 5.959 0.776 -1.346
49 H -0.759 4.678 -1.156
50 H 2.200 4.472 -2.874
51 H 0.782 0.147 2.038
52 H 0.136 0.904 -2.110
53 H 1.329 2.778 2.733
54 H 2.154 5.978 0.872
55 H 2.281 -0.786 2.175
56 H -4.561 -0.263 1.149
57 H 1.507 0.892 -3.240
58 H 1.734 0.196 3.554
59 H 6.419 1.106 1.530
60 H 2.929 3.318 2.199
61 H 1.848 -4.630 0.195
62 H 0.018 6.262 -1.037
63 H 2.758 2.417 3.720
64 H -0.616 -8.146 -0.041
65 H -0.554 5.451 0.432

Results
Expectation value of S² = 6.010
Frontier orbital gap (spin up / spin down) = 7.40 / 4.20 eV
2S+1 = 5
Charge = +2

---

(7)
The following is a DFT calculation (wB97M-V/def2-TZVPD) of a molecular structure, C17H33CaN8S6.

Cartesian coordinates (Å):
1 Ca 0.350 -0.663 0.217
2 S -0.113 5.402 0.605
3 S 1.902 5.992 2.715
4 S 1.417 1.780 -1.269
5 S 2.242 3.756 0.782
6 S -1.412 3.747 -1.536
7 S 2.816 -1.757 -0.669
8 N 1.182 -1.354 2.492
9 N 1.743 -0.751 -3.018
10 N 0.034 1.230 1.790
11 N 0.419 -0.658 -2.563
12 N -0.629 -2.953 0.009
13 N 3.517 -0.404 -4.262
14 N 3.830 -0.950 -3.045
15 N -2.139 -0.422 -0.003
16 C 1.057 3.247 -0.403
17 C 1.168 -2.793 2.845
18 C -2.467 0.960 2.113
19 C -0.136 -3.994 0.943
20 C -0.037 4.029 -0.484
21 C -0.698 4.206 -3.132
22 C -0.080 -3.559 2.407
23 C -1.300 1.851 1.718
24 C -2.624 -1.630 -0.703
25 C -2.615 -0.387 1.398
26 C 0.517 -0.509 3.506
27 C 0.574 0.963 3.133
28 C -2.101 -2.916 -0.080
29 C 1.366 5.109 1.455
30 C 2.235 -0.267 -4.225
31 C 2.789 -1.155 -2.247
32 C 1.386 0.332 -5.281
33 H -2.491 -3.764 -0.650
34 H -0.989 -3.008 2.679
35 H -3.718 -1.677 -0.691
36 H 4.793 -1.126 -2.797
37 H 0.215 0.348 -2.468
38 H 1.615 1.295 3.148
39 H -1.339 2.753 2.338
40 H -0.252 -3.162 -0.910
41 H -2.438 0.758 3.187
42 H 2.046 -3.255 2.390
43 H -2.473 0.401 -0.496
44 H -1.484 4.072 -3.877
45 H 0.661 1.882 1.331
46 H -2.075 -1.163 1.950
47 H -0.767 -4.884 0.862
48 H 0.625 -0.369 -5.630
49 H -1.420 2.182 0.685
50 H -2.318 -1.563 -1.749
51 H -0.116 -4.469 3.010
52 H -0.523 -0.836 3.595
53 H -3.372 1.550 1.959
54 H -0.389 5.249 -3.126
55 H 2.155 -1.063 2.435
56 H -3.673 -0.668 1.421
57 H 2.017 0.605 -6.121
58 H 0.149 3.563 -3.367
59 H -2.500 -3.024 0.929
60 H 0.055 1.548 3.898
61 H 1.280 -2.903 3.927
62 H 0.892 1.228 -4.900
63 H -0.194 -1.059 -3.270
64 H 0.975 -0.639 4.490
65 H 0.862 -4.283 0.611

Results
Frontier orbital gap = 7.21 eV
2S+1 = 1
Charge = +1

---

(8)
The following is a DFT calculation (wB97M-V/def2-TZVPD) of a molecular structure, C17H33Cl3IO4P.

Cartesian coordinates (Å):
1 I 4.733 -1.481 -2.130
2 Cl -7.885 -2.682 -4.640
3 Cl -5.376 -2.756 -3.181
4 Cl -6.217 -0.309 -4.493
5 P 6.667 0.155 -0.376
6 O 5.801 -1.199 -0.477
7 O 6.856 0.780 -1.686
8 O 8.023 -0.234 0.332
9 O 5.935 1.045 0.699
10 C -5.743 0.546 -0.402
11 C 3.509 1.320 1.013
12 C 4.760 1.750 0.244
13 C -7.253 -1.256 0.638
14 C 10.729 -0.713 0.818
15 C -6.510 -0.781 -0.613
16 C -3.637 1.183 0.940
17 C -4.215 0.375 -0.245
18 C -2.269 1.787 0.658
19 C 2.259 1.258 0.096
20 C 9.871 -1.742 0.590
21 C 8.379 -1.619 0.462
22 C 0.100 1.234 1.498
23 C 1.069 2.070 0.631
24 C -1.117 0.750 0.696
25 C -6.409 -2.191 1.509
26 C -6.232 -2.072 -4.562
27 H -2.252 2.297 -0.308
28 H 3.295 2.057 1.786
29 H -0.776 0.622 -0.336
30 H -3.600 0.555 1.835
31 H -7.627 -0.413 1.222
32 H -5.825 -1.542 -0.988
33 H 1.920 0.223 0.009
34 H -3.727 0.724 -1.156
35 H -5.506 -1.686 1.856
36 H 2.488 1.617 -0.910
37 H 0.479 2.452 -0.207
38 H 10.270 -2.748 0.451
39 H -6.975 -2.542 2.373
40 H -5.718 -2.377 -5.463
41 H 1.406 2.950 1.185
42 H -7.242 -0.603 -1.405
43 H -4.347 1.983 1.168
44 H -6.178 1.088 0.439
45 H 3.651 0.338 1.461
46 H 4.950 2.806 0.435
47 H 7.863 -2.008 1.349
48 H 8.095 -2.220 -0.399
49 H 0.619 0.375 1.930
50 H -0.230 1.875 2.319
51 H -6.151 -3.078 0.928
52 H -1.471 -0.215 1.059
53 H -2.047 2.551 1.408
54 H -5.910 1.156 -1.292
55 H 4.597 1.646 -0.828
56 H 11.486 -0.456 0.080
57 H -8.136 -1.824 0.331
58 H -3.975 -0.679 -0.093
59 H 10.745 -0.139 1.741

Results
Frontier orbital gap = 7.01 eV
2S+1 = 1
Charge = 0

---

The evaluated E_tot for the records listed, in turn: -31983.1894; -49489.7445; -52037.7477; -49350.0545; -807344.1327; -129346.5647; -113534.1384; -81309.6011 eV.
The evaluated strongest force on any atom for the records listed, in turn: 1.9; 0.9; 1.6; 3.6; 2.0; 3.7; 0.7; 2.3 eV/A.